Entry 1:
Formula: C9H50NO17
Source: the OMol25 dataset
Level of theory: ωB97M-V/def2-TZVPD

```
! wB97M-V def2-TZVPD RIJCOSX def2/J DEFGRID3
* xyz -1 1
O 3.736 -6.298 6.735
O 7.051 0.860 3.157
O 5.623 -3.854 -4.991
O 7.295 2.952 -1.253
O 3.445 5.303 -2.685
O -2.926 7.916 -3.411
O 2.710 -8.337 0.255
O -0.320 -7.327 -7.726
O -7.314 -2.254 -5.890
O -0.719 1.930 -0.540
O 0.828 -0.560 -10.309
O -8.993 -2.763 2.864
O 1.280 -2.330 8.818
O 1.659 5.737 9.799
O -6.335 2.154 0.509
O 2.249 0.204 -5.567
O -4.667 2.045 -5.069
N -0.986 1.074 0.606
C -1.456 -0.951 -0.910
C 0.827 1.898 2.284
C -1.428 -1.122 1.541
C -0.742 -0.375 0.393
C -1.010 -0.597 2.923
C -1.341 0.875 3.044
C 0.758 -0.690 0.329
C -0.666 1.642 1.913
C -1.334 3.066 2.104
H 2.713 4.885 -2.232
H -3.964 2.151 -4.428
H 1.042 -0.493 -9.379
H -2.545 7.307 -2.779
H 0.937 2.134 3.342
H -9.919 -2.542 2.962
H 0.933 -1.529 -0.344
H 3.519 -8.643 0.664
H -6.768 -1.469 -5.840
H -7.015 -2.704 -6.680
H -0.678 3.805 1.644
H -5.943 1.680 -0.224
H 6.116 0.845 2.954
H 1.449 0.026 -10.742
H 6.543 3.455 -1.567
H 1.106 5.426 10.516
H -0.930 1.186 4.004
H 1.441 1.008 2.144
H 0.051 -0.676 3.164
H -8.601 -1.985 2.469
H -0.939 -6.716 -8.128
H 3.280 -5.516 7.044
H -4.993 2.933 -5.216
H -2.425 0.985 3.073
H 1.865 0.739 -4.872
H 6.226 -3.630 -4.282
H -5.600 2.342 1.094
H -1.131 -1.973 -1.103
H -2.538 -0.975 -1.043
H 7.447 1.343 2.432
H -1.140 -0.459 -1.830
H -1.321 3.363 3.153
H -1.480 -1.238 3.669
H -1.120 -2.167 1.577
H -2.505 -1.062 1.382
H 0.398 -2.067 8.555
H -2.372 3.104 1.774
H -0.362 -7.130 -6.790
H 4.522 -5.963 6.302
H 1.665 -1.537 9.192
H 5.489 -4.798 -4.901
H 3.466 6.194 -2.337
H 2.829 -0.404 -5.109
H 1.025 -1.084 1.310
H 1.349 2.695 1.755
H 7.629 2.508 -2.033
H 2.255 5.010 9.621
H -2.586 8.773 -3.153
H 2.830 -7.392 0.161
H 1.526 0.057 0.129
*
```

Output
Orbital gap   3.95 eV
Largest force on an atom   2.1 eV/Å



Entry 2:
Formula: C9H52NO18
Source: the OMol25 dataset
Level of theory: ωB97M-V/def2-TZVPD

```
! wB97M-V def2-TZVPD RIJCOSX def2/J DEFGRID3
* xyz -1 1
O -0.691 0.554 -3.523
O 3.600 1.995 -3.217
O 2.855 -4.978 -1.726
O 4.803 2.494 1.939
O 1.494 -3.807 4.635
O 0.855 3.449 -3.142
O -3.452 1.158 -3.758
O -4.204 -1.594 -2.300
O 3.418 2.290 -0.630
O -2.342 0.092 4.615
O 0.263 1.533 -0.890
O 0.223 -5.763 0.018
O 0.456 5.047 -0.963
O 1.416 3.286 1.084
O -1.010 -2.744 4.881
O -3.536 4.757 1.067
O -4.497 1.237 2.462
O 1.983 -1.314 -5.180
N 0.009 0.168 -0.421
C -1.560 -1.470 0.598
C 1.169 -0.675 -0.119
C -1.221 0.054 0.423
C -0.416 -2.407 0.990
C -2.549 0.663 -0.171
C 0.757 -2.162 0.125
C -1.001 0.728 1.822
C 2.045 -0.364 1.166
C 1.988 -0.720 -1.484
H -2.332 -1.487 1.367
H 2.466 -4.965 -0.851
H 1.579 -2.679 0.621
H 2.281 2.997 0.793
H -0.292 1.552 1.733
H -0.729 -3.416 0.721
H -2.021 -1.928 -0.277
H -3.022 4.072 0.639
H 2.285 0.244 -1.898
H 1.141 -4.620 4.275
H -5.204 0.701 2.102
H 0.249 4.191 -0.586
H 0.777 -3.178 4.555
H 1.114 4.115 -2.506
H -1.158 -3.106 5.755
H -2.637 0.439 -1.234
H 3.380 1.682 -4.094
H 3.774 2.412 -1.511
H -2.462 1.749 -0.123
H 2.325 -2.200 -5.055
H -4.049 5.148 0.360
H -3.656 -0.936 -1.872
H -1.912 1.142 2.255
H 4.320 2.200 1.167
H 1.323 -1.148 -2.235
H -0.265 -5.020 0.372
H 3.073 -0.692 1.323
H -4.898 -1.088 -2.725
H 0.407 2.781 -2.622
H 2.539 1.941 -0.774
H -1.480 -0.105 4.980
H 0.857 2.517 0.976
H -0.570 0.049 2.558
H 4.442 1.584 -3.020
H -4.102 1.828 -3.545
H -3.519 0.473 0.288
H -0.368 0.745 -2.642
H 0.365 5.659 -0.232
H 3.796 -5.050 -1.569
H -3.579 0.989 -4.692
H 0.515 -2.693 -0.795
H 2.832 -1.391 -1.321
H -0.283 -2.419 2.072
H 1.523 -0.483 2.115
H -1.768 -2.182 4.722
H 1.109 -5.655 0.363
H -4.145 0.716 3.183
H 1.053 -1.383 -4.965
H -1.601 0.852 -3.515
H -2.183 0.802 3.992
H 2.223 0.711 1.176
H 5.635 2.023 1.896
*
```

Output
Orbital gap   5.41 eV
Largest force on an atom   2.4 eV/Å



Copy entry 2 word for word.
Formula: C9H52NO18
Source: the OMol25 dataset
Level of theory: ωB97M-V/def2-TZVPD

```
! wB97M-V def2-TZVPD RIJCOSX def2/J DEFGRID3
* xyz -1 1
O -0.691 0.554 -3.523
O 3.600 1.995 -3.217
O 2.855 -4.978 -1.726
O 4.803 2.494 1.939
O 1.494 -3.807 4.635
O 0.855 3.449 -3.142
O -3.452 1.158 -3.758
O -4.204 -1.594 -2.300
O 3.418 2.290 -0.630
O -2.342 0.092 4.615
O 0.263 1.533 -0.890
O 0.223 -5.763 0.018
O 0.456 5.047 -0.963
O 1.416 3.286 1.084
O -1.010 -2.744 4.881
O -3.536 4.757 1.067
O -4.497 1.237 2.462
O 1.983 -1.314 -5.180
N 0.009 0.168 -0.421
C -1.560 -1.470 0.598
C 1.169 -0.675 -0.119
C -1.221 0.054 0.423
C -0.416 -2.407 0.990
C -2.549 0.663 -0.171
C 0.757 -2.162 0.125
C -1.001 0.728 1.822
C 2.045 -0.364 1.166
C 1.988 -0.720 -1.484
H -2.332 -1.487 1.367
H 2.466 -4.965 -0.851
H 1.579 -2.679 0.621
H 2.281 2.997 0.793
H -0.292 1.552 1.733
H -0.729 -3.416 0.721
H -2.021 -1.928 -0.277
H -3.022 4.072 0.639
H 2.285 0.244 -1.898
H 1.141 -4.620 4.275
H -5.204 0.701 2.102
H 0.249 4.191 -0.586
H 0.777 -3.178 4.555
H 1.114 4.115 -2.506
H -1.158 -3.106 5.755
H -2.637 0.439 -1.234
H 3.380 1.682 -4.094
H 3.774 2.412 -1.511
H -2.462 1.749 -0.123
H 2.325 -2.200 -5.055
H -4.049 5.148 0.360
H -3.656 -0.936 -1.872
H -1.912 1.142 2.255
H 4.320 2.200 1.167
H 1.323 -1.148 -2.235
H -0.265 -5.020 0.372
H 3.073 -0.692 1.323
H -4.898 -1.088 -2.725
H 0.407 2.781 -2.622
H 2.539 1.941 -0.774
H -1.480 -0.105 4.980
H 0.857 2.517 0.976
H -0.570 0.049 2.558
H 4.442 1.584 -3.020
H -4.102 1.828 -3.545
H -3.519 0.473 0.288
H -0.368 0.745 -2.642
H 0.365 5.659 -0.232
H 3.796 -5.050 -1.569
H -3.579 0.989 -4.692
H 0.515 -2.693 -0.795
H 2.832 -1.391 -1.321
H -0.283 -2.419 2.072
H 1.523 -0.483 2.115
H -1.768 -2.182 4.722
H 1.109 -5.655 0.363
H -4.145 0.716 3.183
H 1.053 -1.383 -4.965
H -1.601 0.852 -3.515
H -2.183 0.802 3.992
H 2.223 0.711 1.176
H 5.635 2.023 1.896
*
```

Output
Orbital gap   5.41 eV
Largest force on an atom   2.4 eV/Å